(1)
Below is a structure of composition C37H36CoF3N8O5S2SeTe, with properties calculated with the ωB97M-V functional and the def2-TZVPD basis.

CARTESIAN COORDINATES (ANGSTROEM)
Co 0.853015 -0.317714 0.160432
N -3.560885 0.157395 -1.879309
C -2.392112 0.267404 -1.094550
S -1.920201 1.890759 -0.788866
N -1.943982 -0.926913 -0.825748
N -0.813007 -1.268803 -0.096329
C -0.930124 -2.464978 0.358841
C -0.018918 -3.197049 1.202572
C -0.301735 -4.542174 1.458883
C 0.488801 -5.308697 2.289141
C 1.601516 -4.711332 2.889540
C 1.899739 -3.387112 2.667940
C 1.098171 -2.587084 1.820772
O 1.395339 -1.338005 1.659483
H -4.139695 0.977567 -1.800141
H -4.039545 -0.718421 -1.723043
H -1.860507 -2.963639 0.099354
H -1.171668 -4.983067 0.982349
H 0.257021 -6.351158 2.467692
H 2.246585 -5.301066 3.532217
H 2.770494 -2.920586 3.111429
Se 2.261394 3.892720 -2.640861
N 1.555837 3.138030 -4.086402
C 1.028865 2.004638 -3.688224
C 0.374015 1.078760 -4.554251
C -0.039031 -0.074800 -3.998337
C 0.152753 -0.325989 -2.602376
N 0.663262 0.508098 -1.739832
C 1.152356 1.685784 -2.270583
N 1.790645 2.575179 -1.554319
H 0.252486 1.306003 -5.604321
H -0.529849 -0.837436 -4.586450
H -0.157615 -1.282752 -2.220242
F 4.880875 -2.592386 -3.111936
C 3.731166 -1.989285 -2.770843
F 3.923530 -0.661755 -2.884752
F 2.811785 -2.336110 -3.686152
S 3.195837 -2.419866 -1.053427
O 4.196501 -1.770204 -0.241046
O 3.169078 -3.854822 -1.035889
O 1.880257 -1.776452 -1.055723
C -1.707610 9.901872 1.317331
C -1.246810 8.466984 1.358703
C -0.795916 7.887477 2.532579
C -0.361369 6.561159 2.579196
C 0.083103 6.007327 3.907672
C -0.356678 5.781576 1.414527
Te 0.146998 3.633919 1.411091
N 0.080073 0.913299 1.331022
C -0.789497 0.512835 2.244950
O -1.766341 -0.262652 2.194354
C -0.544844 1.064808 3.649643
C 0.577718 0.636316 4.350226
C 0.763571 0.996522 5.680451
C -0.153889 1.822401 6.316207
C -1.274720 2.262388 5.616636
C -1.478432 1.865825 4.302953
C 2.041832 3.993391 2.342222
C 2.246926 3.432138 3.603045
C 3.469782 3.523538 4.248166
C 4.515442 4.203706 3.639743
C 4.317112 4.781971 2.396865
C 3.094378 4.685335 1.730402
C 2.963401 5.359383 0.389824
C -0.844990 6.355430 0.226323
C -0.927193 5.566475 -1.058184
C -1.271939 7.679504 0.214364
H -1.774065 10.319601 2.322799
H -2.689982 9.985286 0.847594
H -1.015510 10.522123 0.741529
H -0.790112 8.474417 3.447603
H -0.298061 6.621179 4.726293
H 1.172325 5.979187 3.980365
H -0.270802 4.982224 4.036749
H 1.298487 0.012640 3.833234
H 1.637648 0.642078 6.216738
H -0.000527 2.121736 7.347166
H -1.996674 2.908929 6.104266
H -2.360476 2.184133 3.760829
H 1.429415 2.916185 4.087859
H 3.599562 3.064344 5.221090
H 5.478327 4.286966 4.130473
H 5.131523 5.318099 1.918767
H 3.749488 5.013831 -0.287788
H 3.060216 6.442947 0.491218
H 1.991151 5.144925 -0.050911
H -1.446681 4.616575 -0.926268
H 0.071814 5.328897 -1.432008
H -1.450553 6.138322 -1.826659
H -1.642986 8.106181 -0.714106
N 2.577826 0.635505 0.522606
H 2.612237 1.537846 0.058807
H 3.382128 0.058586 0.282677
H 2.556815 0.778841 1.526266

Forces on the atoms, in the same order (eV/Å):
Co -0.332 0.293 0.209
N -0.032 -0.029 -0.147
C -0.001 0.173 0.102
S -0.052 -0.108 -0.246
N -0.078 -0.258 -0.213
N -0.089 0.087 0.039
C -0.057 0.049 0.034
C 0.108 0.025 -0.057
C 0.010 -0.010 0.000
C -0.002 -0.046 0.002
C 0.007 0.029 -0.014
C -0.011 -0.022 0.004
C -0.122 0.109 0.020
O 0.068 -0.038 -0.091
H 0.018 0.016 0.027
H -0.030 -0.001 0.036
H -0.011 -0.019 0.030
H -0.012 0.013 0.002
H -0.002 -0.001 -0.007
H 0.000 0.003 0.010
H -0.013 0.005 0.025
Se 0.050 -0.020 -0.004
N -0.034 -0.043 -0.032
C -0.028 0.115 0.051
C -0.036 -0.139 0.035
C -0.018 0.117 -0.178
C 0.026 -0.020 0.188
N 0.026 -0.148 -0.268
C -0.122 0.197 0.014
N 0.112 -0.087 0.025
H 0.003 0.049 0.006
H 0.000 -0.037 0.049
H 0.046 -0.011 -0.057
F 0.028 0.004 0.024
C -0.004 0.057 0.053
F -0.022 -0.042 -0.030
F -0.003 -0.039 0.008
S -0.133 0.017 -0.288
O 0.042 0.030 0.063
O 0.023 0.008 -0.058
O 0.252 -0.260 0.157
C 0.028 -0.055 -0.007
C -0.008 0.018 0.008
C 0.019 0.006 -0.021
C 0.056 -0.009 0.036
C -0.032 0.025 -0.040
C 0.022 -0.070 0.012
Te -0.221 0.366 -0.123
N 0.759 -0.037 1.062
C 0.091 0.147 -0.409
O 0.010 -0.258 0.075
C -0.109 0.071 -0.058
C -0.045 -0.057 0.046
C 0.006 -0.031 0.009
C 0.008 0.011 -0.008
C 0.000 -0.008 -0.009
C 0.036 0.033 0.015
C -0.012 -0.117 -0.032
C 0.019 -0.036 -0.014
C -0.002 0.000 0.000
C -0.001 0.020 -0.009
C 0.012 -0.008 0.022
C -0.033 0.055 0.007
C -0.010 -0.078 0.037
C 0.025 -0.020 -0.067
C 0.012 0.048 0.084
C 0.002 0.018 0.023
H -0.006 0.010 -0.001
H -0.004 0.022 0.003
H -0.009 0.015 0.001
H -0.006 -0.001 0.003
H 0.000 0.003 0.007
H -0.005 -0.017 0.012
H 0.012 -0.006 0.022
H -0.013 -0.023 -0.023
H 0.000 -0.002 0.007
H 0.001 0.001 0.000
H 0.005 0.009 -0.001
H -0.005 -0.010 -0.008
H 0.017 0.029 -0.025
H -0.010 0.000 0.007
H 0.007 -0.005 -0.005
H -0.001 0.006 -0.004
H 0.027 0.031 0.006
H -0.030 0.008 -0.021
H -0.002 0.032 -0.012
H -0.012 0.004 -0.046
H -0.044 -0.032 0.021
H 0.002 0.006 -0.006
H -0.010 -0.017 -0.007
N 0.069 -0.135 -0.142
H 0.003 0.001 0.060
H 0.007 0.034 -0.009
H -0.197 -0.014 0.002

Values from the calculation:
energy above the lowest of the compared OMol25 structures with the same formula, charge and spin = 27.0 kcal per mole
total charge = -2

***

(2)
Below is a structure of composition C37H36F5GeN3NaO4S, with properties calculated with the ωB97M-V functional and the def2-TZVPD basis.

CARTESIAN COORDINATES (ANGSTROEM)
Na 0.258967 -1.885813 -1.357680
C -1.955415 5.100933 -2.045904
C -0.544040 4.637765 -1.690609
N -0.488581 3.673047 -0.595331
C -0.172171 4.189828 0.724011
C -1.365042 4.757615 1.486853
C -0.879462 2.360212 -0.783539
S -1.027807 1.348144 0.570645
N -1.143218 2.084872 -2.068748
C -1.152460 0.853452 -2.582289
O -0.673092 -0.174868 -2.106893
C -1.740668 0.756174 -3.988431
C -2.097803 1.879725 -4.729495
C -2.634622 1.744030 -6.003029
C -2.829717 0.479093 -6.545674
C -2.483341 -0.646034 -5.808060
C -1.938121 -0.508105 -4.538294
H -1.925736 5.814776 -2.875238
H -2.439319 5.582315 -1.194036
H -2.555373 4.241876 -2.344972
H 0.055732 5.497629 -1.382768
H -0.075542 4.202794 -2.571859
H 0.586091 4.966638 0.590849
H 0.268813 3.381482 1.303353
H -1.808058 5.609210 0.965395
H -1.048238 5.090649 2.480049
H -2.120736 3.980137 1.611235
H -1.939725 2.856732 -4.291256
H -2.903365 2.626380 -6.573419
H -3.256750 0.371618 -7.536441
H -2.644636 -1.637114 -6.215313
H -1.682362 -1.377422 -3.947543
O 4.097559 -2.735057 -1.542600
C 3.115673 -2.061210 -1.225490
O 2.079375 -2.436988 -0.590550
C 3.125146 -0.581629 -1.647625
C 4.026029 -0.138069 -2.611595
C 3.978293 1.188150 -3.002361
C 3.050948 2.034633 -2.407143
C 2.206397 1.509489 -1.442515
N 2.237740 0.229921 -1.071750
H 4.726974 -0.849184 -3.025340
H 4.654903 1.562645 -3.762047
H 2.973072 3.077323 -2.689220
H 1.462562 2.126779 -0.945562
C 3.650036 -1.096529 1.791902
Ge 1.692271 -1.311372 1.738164
C 1.418616 -3.129099 2.477952
C 0.756578 -4.151135 1.794752
C 0.579590 -5.398427 2.383506
C 1.062768 -5.647558 3.662679
C 1.723372 -4.640855 4.354991
C 1.894030 -3.392965 3.764318
C 1.123569 -0.106144 3.244822
C 1.994090 0.890897 3.616472
C 1.636425 1.897040 4.548498
C 0.388309 1.916239 5.094836
C -0.559718 0.920696 4.740579
C -1.871730 0.930885 5.278366
C -2.781559 -0.023548 4.923094
C -2.418971 -1.040028 4.010967
C -1.161098 -1.074725 3.481048
C -0.190709 -0.093624 3.819738
H 3.990505 -1.159122 2.829146
H 3.969450 -0.144052 1.363695
H 4.096435 -1.909071 1.216299
H 0.367065 -3.976670 0.799863
H 0.057456 -6.175421 1.837417
H 0.921258 -6.620231 4.120490
H 2.099831 -4.824178 5.355471
H 2.394589 -2.606774 4.323325
H 2.986318 0.925280 3.182245
H 2.359730 2.659432 4.818679
H 0.098197 2.691651 5.796454
H -2.144081 1.724727 5.966922
H -3.787204 0.007464 5.325914
H -3.143485 -1.788445 3.714418
H -0.905994 -1.845861 2.765207
F -2.638733 -2.934251 -2.399680
C -1.604714 -3.826960 -1.987901
F -0.483362 -3.338350 -2.773247
C -1.971230 -5.090687 -2.737048
F -2.165551 -4.949140 -4.076195
F -3.118218 -5.607047 -2.254310
F -1.016924 -6.030859 -2.605944
O -1.429059 -1.996476 0.545406
H -1.462473 -1.028567 0.425336
H -1.784554 -2.390715 -0.270420

Forces on the atoms, in the same order (eV/Å):
Na -0.495 0.099 0.259
C -0.019 -0.046 0.014
C 0.000 -0.137 0.084
N -0.139 0.088 0.011
C 0.018 0.033 0.013
C -0.014 -0.048 0.037
C -0.101 0.046 -0.047
S -0.072 0.044 0.007
N -0.172 0.332 -0.010
C 0.091 -0.060 -0.434
O -0.245 0.175 -0.090
C -0.078 0.026 0.170
C 0.049 0.001 0.042
C 0.017 -0.018 0.017
C 0.005 0.010 0.050
C 0.005 0.048 0.021
C -0.011 0.015 0.038
H 0.012 -0.020 0.024
H 0.009 -0.002 -0.034
H 0.011 0.008 0.009
H 0.032 0.002 -0.002
H 0.005 -0.053 -0.046
H 0.044 0.028 0.014
H 0.012 -0.025 0.027
H 0.001 -0.001 0.016
H -0.017 -0.015 -0.039
H 0.032 0.030 -0.016
H -0.009 0.003 0.008
H 0.003 -0.002 0.006
H 0.006 0.002 -0.005
H 0.013 0.007 0.013
H 0.015 -0.004 -0.027
O 0.075 0.030 -0.037
C -0.136 -0.098 0.198
O 1.134 -0.216 0.097
C -0.077 0.097 0.065
C -0.005 0.049 -0.014
C 0.017 0.007 0.022
C 0.027 -0.025 -0.037
C -0.033 -0.110 0.139
N 0.094 -0.063 -0.133
H -0.002 0.001 -0.003
H 0.004 0.002 -0.016
H 0.002 -0.003 0.003
H 0.183 -0.063 -0.054
C 0.132 -0.009 -0.194
Ge 0.022 -0.082 0.381
C -0.103 -0.119 -0.010
C 0.066 0.001 0.069
C 0.027 0.048 0.026
C 0.003 0.046 -0.028
C -0.010 0.028 -0.057
C -0.065 -0.063 -0.033
C -0.096 0.203 -0.148
C -0.061 0.081 0.115
C 0.034 -0.088 -0.089
C -0.060 -0.037 -0.012
C 0.016 -0.001 0.015
C 0.042 -0.005 -0.021
C 0.029 -0.038 -0.070
C -0.039 0.062 0.077
C 0.131 0.052 -0.044
C -0.012 -0.072 0.035
H 0.009 -0.002 -0.020
H 0.012 -0.046 0.020
H 0.010 0.058 0.045
H 0.016 0.015 0.022
H 0.002 0.002 -0.003
H -0.002 -0.009 -0.002
H 0.002 0.002 0.012
H -0.006 -0.013 -0.006
H -0.001 0.024 0.011
H 0.005 -0.003 -0.019
H -0.010 -0.002 0.006
H 0.007 -0.009 0.007
H -0.008 -0.014 0.013
H 0.003 0.014 -0.002
H -0.024 0.042 0.035
F -0.019 -0.047 -0.034
C -0.031 0.341 -0.029
F -0.186 -0.304 -0.294
C 0.149 0.136 0.035
F -0.051 -0.030 -0.143
F -0.132 -0.146 0.049
F 0.037 -0.128 0.034
O 0.089 0.228 -0.274
H -0.099 -0.019 -0.049
H -0.117 -0.269 0.211

Values from the calculation:
⟨S²⟩ = 0.75
energy above the lowest of the compared OMol25 structures with the same formula, charge and spin = 19.6 kcal per mole
spin multiplicity = 2
total charge = -2

***

(3)
Below is a cluster of 2 separate species, C37H36FN2O in total, with properties calculated with the ωB97M-V functional and the def2-TZVPD basis.

CARTESIAN COORDINATES (ANGSTROEM)
C -0.481964 -0.914766 -7.682676
O -0.130856 -1.514093 -6.411283
C -0.455014 -0.852937 -5.268540
C 0.102630 -1.355808 -4.062836
C 0.003964 -0.629318 -2.904317
C -0.639862 0.639495 -2.896164
C -0.569772 1.442437 -1.715119
C -0.438555 2.856692 -1.725521
C -0.498545 3.556942 -0.486523
C -0.141219 4.893177 -0.408442
C 0.155195 5.615132 -1.575833
C 0.467047 7.077274 -1.543399
C 0.159746 4.957998 -2.810690
C -0.076499 3.597765 -2.890549
C -1.303749 1.069251 -4.082562
C -1.257884 0.316932 -5.243463
H -0.020185 -1.570088 -8.423287
H -1.574246 -0.896679 -7.811147
H -0.087168 0.108833 -7.782075
H 0.649521 -2.297910 -4.094843
H 0.457372 -1.014533 -1.987462
H -0.162506 0.961299 -0.824836
H -0.792664 3.021189 0.417133
H -0.090170 5.398545 0.558891
H 0.144426 7.537913 -2.484363
H -0.029107 7.580345 -0.708389
H 1.538859 7.292681 -1.439050
H 0.370323 5.527271 -3.715850
H 0.071582 3.081547 -3.836988
H -1.873412 2.003104 -4.085164
H -1.760033 0.650865 -6.156716
F 2.595455 -0.443417 2.017631
C 1.400224 -1.092319 2.480710
C 1.797634 -2.402548 3.178505
C 3.140691 -2.749256 3.332591
C 3.484769 -4.040639 3.735743
C 2.480535 -4.958402 4.047236
C 1.139620 -4.562582 4.022658
C 0.791130 -3.288788 3.565740
C 0.697531 -0.078508 3.392101
C 0.418867 -0.348196 4.734115
C -0.361791 0.552565 5.470123
C -0.747348 1.768716 4.908472
C -0.338276 2.091053 3.610675
C 0.439220 1.196598 2.876832
C 0.635580 -1.444243 1.164446
C 1.440575 -2.445338 0.303274
C 0.699485 -3.776720 0.314864
C -0.734939 -3.455172 0.705507
N -0.724473 -2.096236 1.318751
C -1.815903 -1.257387 1.042371
C -2.495017 -1.234944 -0.207228
C -2.759779 0.037458 -0.720564
N -2.367027 1.154168 -0.084243
C -2.268904 1.070728 1.257853
C -2.074095 -0.154505 1.882039
H 3.912859 -2.013663 3.102659
H 4.538962 -4.319611 3.792043
H 2.742321 -5.985462 4.313332
H 0.342311 -5.234683 4.334289
H -0.256796 -2.987089 3.487439
H 0.800294 -1.260609 5.203715
H -0.656386 0.281345 6.485259
H -1.364200 2.471514 5.467973
H -0.606524 3.041460 3.155340
H 0.853860 1.477321 1.906882
H 0.508287 -0.477973 0.631517
H 1.426503 -2.049246 -0.719571
H 2.484341 -2.527809 0.627179
H 0.723714 -4.257138 -0.670519
H 1.141853 -4.476639 1.033884
H -1.398926 -3.488230 -0.167791
H -1.125079 -4.161419 1.448198
H -2.693056 -2.129972 -0.799039
H -3.239676 0.158586 -1.694063
H -2.296584 2.003139 1.828499
H -2.049100 -0.246463 2.964638

Forces on the atoms, in the same order (eV/Å):
C -0.156 -0.117 0.185
O -0.485 0.809 0.899
C 0.263 0.005 -0.568
C 0.044 -0.065 -0.425
C -0.316 0.035 -0.013
C -0.438 0.143 0.134
C 1.558 -0.244 -0.936
C -0.166 1.204 0.249
C 0.574 0.149 -0.160
C -0.137 -0.230 -0.094
C 0.049 -0.058 -0.082
C -0.024 0.445 0.023
C -0.065 -0.240 0.067
C -0.265 -0.302 0.360
C -0.020 -0.159 0.043
C 0.463 -0.116 -0.082
H -0.169 0.192 0.107
H 0.333 -0.094 -0.008
H -0.015 -0.384 0.188
H -0.126 0.265 -0.042
H -0.197 0.240 -0.320
H -0.419 -0.063 -0.176
H 0.111 0.116 -0.336
H -0.185 -0.156 -0.307
H 0.047 0.011 0.252
H 0.002 -0.092 -0.150
H -0.138 -0.280 -0.027
H 0.078 -0.182 0.221
H -0.051 0.149 0.246
H 0.147 -0.400 0.119
H 0.192 -0.073 0.499
F -0.806 -0.434 0.076
C 0.406 -0.268 0.697
C -0.015 0.520 -0.216
C -0.039 -0.057 -0.138
C -0.170 0.090 0.010
C -0.043 -0.060 0.081
C 0.016 0.256 -0.167
C 0.183 -0.319 0.207
C 0.858 -0.002 -0.147
C -0.461 0.010 -0.176
C 0.268 -0.087 -0.019
C -0.195 -0.105 -0.283
C 0.585 -0.100 0.089
C -0.335 -0.113 0.356
C -0.460 0.073 0.127
C -0.103 0.562 -0.392
C 0.132 -0.500 0.153
C -0.273 0.393 0.351
N -0.080 -0.446 0.006
C 0.547 0.395 -0.714
C 0.021 0.337 -0.018
C 0.233 -0.739 0.734
N -1.954 0.380 0.099
C 0.009 -0.615 -0.540
C 0.018 0.170 -0.092
H -0.229 -0.292 -0.024
H -0.364 0.028 0.027
H -0.090 0.380 0.031
H 0.261 -0.012 -0.085
H 0.430 -0.176 0.110
H -0.398 0.296 -0.258
H 0.151 0.238 -0.244
H 0.153 -0.215 -0.089
H 0.089 -0.006 0.262
H -0.327 -0.114 0.127
H 0.018 -0.441 0.240
H 0.296 -0.146 0.188
H -0.309 0.083 -0.113
H 0.089 0.067 0.234
H -0.038 0.225 -0.145
H 0.155 0.069 0.199
H 0.044 0.073 -0.202
H 0.144 0.413 0.127
H 0.428 -0.050 0.124
H 0.133 -0.342 -0.255
H 0.535 0.073 -0.206

Values from the calculation:
energy above the lowest of the compared OMol25 structures with the same formula, charge and spin = 28.9 kcal per mole
total charge = +1